1.
C35H50CoNO6P2S as an isolated structure, computed with ωB97M-V/def2-TZVPD.

CARTESIAN COORDINATES (ANGSTROEM)
Co1 -0.00230 0.80269 -0.01104
C1 2.44193 3.37588 1.39557
C2 2.87111 2.92091 -0.00599
C3 4.34767 3.23092 -0.23771
P1 2.35059 1.15394 -0.27293
C4 3.37584 0.56812 -1.68206
C5 3.22699 -0.94889 -1.82835
C6 2.89306 1.29009 -2.94718
C7 2.99694 0.29501 1.19416
C8 4.35181 0.22017 1.51702
C9 4.78410 -0.28039 2.73459
C10 3.82464 -0.68444 3.66048
C11 2.47943 -0.66505 3.34258
C12 2.02482 -0.23668 2.07746
N1 0.68702 -0.26768 1.70096
C13 -0.14472 -1.29242 2.10228
C14 0.30184 -2.56291 2.54262
C15 -0.58229 -3.55162 2.93633
C16 -1.95886 -3.34046 2.90390
C17 -2.42209 -2.12461 2.42040
C18 -1.55735 -1.12018 1.99425
P2 -2.04474 0.46981 1.24836
C19 -2.47370 1.49577 2.72956
C20 -1.28003 1.52259 3.69563
C21 -2.84913 2.92592 2.32355
C22 -3.64057 0.22619 0.33218
C23 -3.78466 1.35656 -0.70027
C24 -4.92939 0.06478 1.13471
H1 2.60729 4.45116 1.49872
H2 3.02692 2.85900 2.16213
H3 1.38319 3.18805 1.56575
H4 2.27939 3.47596 -0.73762
H5 4.98759 2.67383 0.44908
H6 4.51697 4.29515 -0.04955
H7 4.66505 3.02214 -1.26267
H8 4.42289 0.81489 -1.49186
H9 2.17154 -1.21716 -1.91930
H10 3.63796 -1.47760 -0.96421
H11 3.75123 -1.29554 -2.72594
H12 1.82531 1.10790 -3.11085
H13 3.43748 0.92869 -3.82431
H14 3.03905 2.37211 -2.88260
H15 5.08788 0.55368 0.79294
H16 5.84069 -0.33386 2.96965
H17 4.13216 -1.02528 4.64263
H18 1.75122 -0.98554 4.07821
H19 1.36429 -2.76606 2.55729
H20 -0.19168 -4.50836 3.26710
H21 -2.65089 -4.10457 3.23641
H22 -3.49164 -1.96473 2.36830
H23 -3.31863 1.00634 3.21943
H24 -0.37900 1.88211 3.19002
H25 -1.06439 0.53352 4.10227
H26 -1.49686 2.19844 4.52756
H27 -2.09118 3.35158 1.65740
H28 -2.91949 3.55724 3.21421
H29 -3.81260 2.96986 1.81270
H30 -3.46084 -0.69131 -0.23387
H31 -4.07083 2.29886 -0.23112
H32 -4.56357 1.09845 -1.42497
H33 -2.85452 1.51905 -1.24934
H34 -5.11636 0.93125 1.77638
H35 -4.94099 -0.82912 1.75682
H36 -5.77231 -0.01359 0.43997
O1 -0.29198 5.45999 -4.00343
C25 -0.34976 4.55545 -3.20985
C26 -0.27537 4.68356 -1.69846
O2 -0.14602 5.71673 -1.06982
C27 -0.37006 3.31570 -1.18720
C28 -0.49059 2.39506 -2.25041
O3 -0.57501 1.13661 -2.02291
C29 -0.49071 3.08090 -3.53835
O4 -0.57393 2.59199 -4.65064
O5 -0.33647 2.91616 0.02879
C30 -3.68715 -3.27538 -2.84963
C31 -2.84401 -2.12375 -3.40337
C32 -1.37894 -2.17961 -2.98131
S1 -1.22388 -2.08194 -1.17789
O6 0.00592 -1.23994 -0.95467
C33 -0.77169 -3.78885 -0.72708
C34 0.73727 -4.00135 -0.69498
C35 1.37071 -4.24373 -2.06414
H37 -4.73086 -3.17834 -3.15463
H38 -3.66540 -3.29765 -1.75435
H39 -3.32207 -4.24181 -3.21380
H40 -3.26661 -1.16557 -3.08673
H41 -2.88206 -2.13647 -4.49417
H42 -0.83711 -1.28486 -3.30151
H43 -0.88023 -3.07539 -3.35365
H44 -1.28863 -4.45348 -1.42610
H45 -1.19811 -3.91977 0.27026
H46 0.93394 -4.84777 -0.03361
H47 1.19358 -3.12204 -0.23599
H48 0.88473 -5.07628 -2.58309
H49 2.43021 -4.48401 -1.96044
H50 1.29999 -3.35468 -2.69467

Values from the calculation:
Lowest unoccupied orbital energy (spin up / spin down) = 2.12 / 2.12 eV
E_tot = -4333.66865 Eh
2S+1 = 4
Max |F| = 0.46 eV/A
HOMO energy (spin up / spin down) = -4.012 / -3.987 eV
Charge = -1
Energy above the lowest of the compared OMol25 structures with the same formula, charge and spin = 7.81 kcal/mol

---

2.
C35H50CoNO7S3SiTe as an isolated structure, computed with ωB97M-V/def2-TZVPD.

CARTESIAN COORDINATES (ANGSTROEM)
Co1 0.88632 -1.21086 1.96985
C1 -3.13155 -3.19684 1.32120
C2 -3.33361 -1.75892 0.85655
C3 -3.26180 -1.67890 -0.66710
C4 -4.66997 -1.22685 1.36790
O1 -2.24551 -1.01750 1.40493
Si1 -1.98716 0.59472 1.60880
S1 0.02951 0.95157 1.48952
O2 -2.83154 1.35992 0.41046
C5 -3.34484 2.69502 0.35555
C6 -2.33538 3.68743 0.93276
C7 -3.57812 2.98922 -1.12411
C8 -4.66682 2.77602 1.11341
O3 -2.74746 1.09513 2.98856
C9 -2.48949 0.91503 4.38299
C10 -3.63045 1.63974 5.09101
C11 -2.51996 -0.56781 4.72342
C12 -1.15248 1.52757 4.78382
H1 -3.91527 -3.84941 0.92960
H2 -3.15225 -3.24067 2.41118
H3 -2.16327 -3.56663 0.97893
H4 -4.03736 -2.29977 -1.12332
H5 -2.28596 -2.03529 -1.00565
H6 -3.38663 -0.64763 -0.99528
H7 -5.49518 -1.80577 0.94660
H8 -4.79865 -0.18300 1.08731
H9 -4.71354 -1.29644 2.45726
H10 -1.36315 3.55581 0.45562
H11 -2.21113 3.52870 2.00488
H12 -2.67384 4.71368 0.76946
H13 -2.63748 2.92302 -1.67133
H14 -3.99552 3.98899 -1.26180
H15 -4.27308 2.25865 -1.54325
H16 -4.52024 2.50708 2.15820
H17 -5.39665 2.09479 0.67043
H18 -5.07095 3.79045 1.05860
H19 -4.59090 1.24461 4.75475
H20 -3.59329 2.70717 4.86199
H21 -3.55662 1.51290 6.17314
H22 -3.51991 -0.98070 4.56358
H23 -2.22208 -0.73661 5.75826
H24 -1.82253 -1.10654 4.08561
H25 -1.11216 2.57449 4.47323
H26 -0.31460 1.00227 4.32745
H27 -1.04113 1.47575 5.86902
O4 1.87242 -0.73963 3.77336
S2 1.52459 -1.83611 4.70218
O5 0.87091 -1.39182 5.90134
O6 2.52220 -2.85717 4.82439
S3 -0.03252 -2.74597 3.50768
C13 4.43576 4.54358 -0.39826
C14 3.65946 3.30227 -0.73945
C15 4.24046 2.04921 -0.66676
C16 3.52863 0.88391 -0.95583
C17 4.26168 -0.42736 -0.88222
C18 2.18699 0.99989 -1.31470
Te1 0.97197 -0.65841 -1.79985
N1 1.47856 -1.65593 0.04171
C19 2.20427 -2.67588 0.41992
O7 2.24469 -2.92801 1.67193
C20 3.04174 -3.54328 -0.47229
C21 4.17256 -4.14207 0.07755
C22 5.00443 -4.92265 -0.70939
C23 4.70492 -5.13134 -2.04885
C24 3.56548 -4.56023 -2.59650
C25 2.73931 -3.76840 -1.81113
C26 1.49450 -0.31729 -3.92782
C27 2.72627 0.21218 -4.30021
C28 3.06682 0.35334 -5.63792
C29 2.17143 -0.04577 -6.61939
C30 0.94767 -0.58621 -6.25363
C31 0.59385 -0.73776 -4.91461
C32 -0.74094 -1.33512 -4.55783
C33 1.57872 2.25874 -1.42535
C34 0.14431 2.42627 -1.83856
C35 2.32885 3.38789 -1.13440
H28 5.47444 4.30776 -0.16707
H29 4.00361 5.04267 0.47150
H30 4.42398 5.25755 -1.22441
H31 5.28300 1.96011 -0.37781
H32 5.33544 -0.26083 -0.97870
H33 3.95167 -1.11907 -1.66839
H34 4.08066 -0.92214 0.07158
H35 4.37828 -3.98037 1.12754
H36 5.88891 -5.37293 -0.27541
H37 5.35433 -5.74402 -2.66238
H38 3.31670 -4.72977 -3.63699
H39 1.85004 -3.33193 -2.24420
H40 3.42522 0.53514 -3.53687
H41 4.02670 0.77546 -5.91094
H42 2.42318 0.06174 -7.66762
H43 0.24642 -0.89536 -7.02215
H44 -1.31348 -1.56484 -5.45682
H45 -1.33327 -0.65562 -3.94026
H46 -0.62921 -2.26167 -3.98805
H47 -0.51497 1.84535 -1.18859
H48 -0.01640 2.10090 -2.87159
H49 -0.14610 3.47549 -1.76713
H50 1.85451 4.36191 -1.20438

Values from the calculation:
Lowest unoccupied orbital energy (spin up / spin down) = 2.18 / 0.38 eV
E_tot = -5080.22337 Eh
2S+1 = 6
Max |F| = 0.54 eV/A
HOMO energy (spin up / spin down) = -4.367 / -5.427 eV
Charge = -1
Energy above the lowest of the compared OMol25 structures with the same formula, charge and spin = 0.00 kcal/mol